The following is a quantum chemistry calculation of a 11-piece molecular cluster, C50H146N25O11P7 overall at a distorted geometry, from the Open Molecules 2025 dataset.

```
239
Properties=species:S:1:pos:R:3:forces:R:3
C 1.998481 4.853105 -5.408009 0.9 -0.2 0.8
N 0.977849 4.781502 -4.356238 0.7 0.4 -0.2
C -0.004064 3.755799 -4.502186 -0.4 -1.8 0.4
P 1.429963 5.135563 -2.814568 1.9 0.8 -0.4
O 2.552361 6.116494 -2.799571 -0.4 -0.5 0.1
N 0.007796 5.548558 -2.154038 -0.7 1.1 1.1
C -0.961317 6.230401 -2.992006 -0.3 0.9 0.0
C 0.101329 6.070539 -0.759502 0.1 -0.9 -0.5
N 1.829876 3.809248 -1.924802 -2.0 -2.1 1.0
C 0.872969 2.715736 -1.528713 1.0 1.6 1.0
C 3.167735 3.442320 -1.657210 1.4 -0.1 -0.3
H 1.690902 5.326559 -6.336378 -0.6 0.0 0.0
H 2.349148 3.834590 -5.619491 0.0 0.1 -0.2
H 2.865866 5.439685 -5.035596 -0.6 -0.4 -0.1
H 0.396341 2.721342 -4.498316 0.3 0.6 0.2
H -0.436976 3.833139 -5.460046 -0.9 0.4 -1.1
H -0.813086 3.763584 -3.737372 0.6 0.4 -0.6
H -0.863147 7.327376 -2.983592 -0.2 -0.1 0.7
H -0.797857 6.059198 -4.046138 -0.2 -0.7 0.0
H -1.958156 5.910209 -2.682803 -0.1 0.3 -0.2
H 0.397759 7.120008 -0.682432 0.0 0.0 -0.3
H -0.860917 5.932507 -0.290094 -0.4 0.1 0.2
H 0.814648 5.451935 -0.192733 -0.1 0.3 -0.3
H 0.746960 2.615294 -0.418333 0.3 0.3 -0.6
H -0.085590 2.870509 -1.936416 -1.1 0.2 -0.5
H 1.248834 1.791985 -1.886124 0.4 -0.9 -0.4
H 3.747593 4.257074 -2.090324 0.6 -0.1 0.4
H 3.485421 2.492869 -2.152399 -0.3 0.4 0.2
H 3.361413 3.323018 -0.573886 0.0 0.2 -0.3
C -3.394265 0.231398 -6.208309 -0.8 -0.3 0.3
N -2.965925 1.604186 -6.099258 0.7 0.7 -0.8
C -1.919421 1.855537 -7.120446 -0.1 -0.6 0.0
P -3.910415 2.982546 -5.957213 2.0 1.0 1.8
O -3.022694 4.186893 -5.932688 -0.5 -0.7 -0.3
N -5.023778 3.080235 -7.123482 -1.1 -0.5 0.5
C -6.238515 2.291167 -6.874537 0.2 0.8 0.7
C -4.894816 3.895914 -8.317811 1.9 -0.8 -0.5
N -4.651462 2.717316 -4.435039 0.7 -0.1 -0.6
C -3.702215 2.137421 -3.448933 -0.7 0.5 0.0
C -5.129305 3.978257 -3.880336 -1.2 -0.5 0.8
H -4.169855 -0.003308 -5.417211 0.8 0.1 -1.1
H -2.483561 -0.350225 -6.031496 -0.3 -0.4 0.2
H -3.720155 -0.034116 -7.252237 -0.2 0.2 0.9
H -2.325090 1.646436 -8.132600 0.2 0.2 0.2
H -1.133186 1.108686 -6.928642 0.1 0.5 -0.2
H -1.572852 2.893016 -7.041069 0.1 -0.5 -0.1
H -6.197549 1.826945 -5.859349 0.1 0.3 -1.0
H -7.066537 2.997381 -6.857009 -0.4 -0.2 -0.2
H -6.334217 1.547813 -7.630563 -0.5 -0.7 -0.6
H -5.700934 4.576297 -8.446612 -0.7 0.7 0.1
H -3.911299 4.429014 -8.292390 -1.0 -0.2 0.3
H -4.821182 3.272300 -9.236578 -0.3 0.1 0.5
H -2.723818 2.571611 -3.620640 0.3 0.0 0.5
H -4.085673 2.353471 -2.445221 0.2 0.3 -0.1
H -3.668986 1.068030 -3.458131 0.2 -0.7 -0.5
H -5.653000 4.578075 -4.620464 -0.4 -0.2 0.1
H -4.372008 4.622465 -3.472272 0.9 0.2 0.0
H -5.749490 3.671350 -3.002492 -0.1 0.6 -0.8
C -5.345088 0.218598 -0.555313 -1.5 1.2 1.5
N -5.138554 1.306452 0.439357 0.2 -0.7 -1.6
C -6.179594 2.244289 0.663041 -0.1 1.6 1.0
P -3.739379 1.352847 1.272879 1.8 1.4 -0.8
O -2.728425 0.430815 0.698365 -0.1 -0.4 -0.3
N -3.238119 2.968761 1.314710 -0.1 0.4 0.8
C -2.413942 3.466264 2.485733 -0.1 -0.3 -2.5
C -3.097322 3.816737 0.122132 -2.1 -1.1 -0.7
N -3.998475 0.988806 2.809430 -1.0 0.4 2.0
C -3.620527 -0.269827 3.362888 0.3 -0.9 1.4
C -5.019337 1.726865 3.610073 1.4 -0.5 -1.2
H -5.781865 0.697964 -1.437849 0.3 -0.5 -0.2
H -6.036491 -0.545263 -0.147576 0.1 0.4 -0.3
H -4.404814 -0.240440 -0.672561 1.0 -0.3 -0.8
H -6.663115 2.630991 -0.232943 0.2 -0.2 -0.4
H -5.711319 3.143594 1.172480 -0.8 -0.9 -0.5
H -6.978907 1.841550 1.292509 0.0 0.1 0.1
H -2.501169 4.556992 2.507888 -0.5 -0.2 0.5
H -2.689834 2.924039 3.369943 0.0 0.2 0.5
H -1.366021 3.307563 2.214017 0.1 -0.3 0.3
H -2.181123 3.698654 -0.451214 0.3 -0.2 0.1
H -3.981329 3.633723 -0.578343 1.2 -0.1 0.7
H -3.227212 4.852692 0.381241 0.2 0.5 0.4
H -2.678719 -0.631870 2.949961 -0.3 -0.1 -0.3
H -3.420763 -0.133492 4.447950 -0.2 0.1 -0.5
H -4.424688 -1.037229 3.297154 0.5 0.2 -0.2
H -5.974204 1.258564 3.621590 -0.8 -0.9 0.2
H -5.166226 2.627139 3.070085 -0.1 1.2 0.1
H -4.626925 1.889139 4.593617 0.1 0.2 0.6
C 3.330365 -6.004983 4.260190 1.7 0.0 -0.1
N 2.582045 -6.136862 3.025433 0.3 0.1 -0.2
C 2.841814 -7.297759 2.172907 0.4 0.3 -0.3
P 0.957848 -5.910181 3.253606 0.4 -0.1 1.4
O 0.314298 -7.017892 4.002056 -0.5 0.6 0.0
N 0.950993 -4.446237 4.111789 -0.2 -0.5 -1.9
C -0.262416 -4.169914 4.824985 -0.7 0.3 0.4
C 1.602947 -3.261679 3.512758 0.1 -1.1 0.0
N 0.382358 -5.805981 1.727436 0.7 1.0 0.6
C 1.102426 -5.162200 0.678482 0.3 0.4 -1.5
C -0.695977 -6.610751 1.290649 -0.3 -1.5 1.0
H 4.422173 -6.197064 4.129452 -0.7 0.5 -0.5
H 3.091863 -6.704578 5.044495 -0.8 -0.4 0.3
H 3.169956 -4.995666 4.624733 0.3 -0.1 0.2
H 3.829548 -7.214722 1.645910 -0.8 -0.1 0.6
H 2.046932 -7.292578 1.418168 0.5 -0.3 0.0
H 2.747704 -8.222591 2.744037 0.3 -0.2 -0.1
H -0.758878 -5.144652 5.020382 0.2 0.8 0.3
H 0.041688 -3.638479 5.727094 -0.4 -0.2 0.5
H -0.974419 -3.455513 4.323102 0.5 -0.7 -0.1
H 0.879963 -2.534752 3.087053 0.4 -0.4 0.2
H 2.220555 -2.835590 4.291732 0.0 0.7 0.2
H 2.309142 -3.624450 2.749011 -0.4 0.4 0.1
H 1.933330 -4.499786 0.939015 -0.5 -0.2 0.4
H 1.528863 -5.824076 -0.113110 -0.2 -0.3 0.7
H 0.343902 -4.616327 0.143362 0.0 0.9 -0.5
H -1.451086 -6.026880 0.737800 0.1 -0.3 0.1
H -1.105817 -7.111414 2.218928 0.0 0.5 -1.3
H -0.216675 -7.392907 0.681400 -0.8 -0.1 -0.4
C 1.796096 -7.189527 -5.715377 0.3 -0.4 0.5
N 1.262184 -6.395805 -4.611982 -0.3 -0.4 -0.2
C 0.167690 -6.948200 -3.854114 -0.2 -2.1 0.6
P 1.377464 -4.768738 -4.647587 1.3 1.1 0.5
O 0.963579 -4.206111 -3.321075 0.3 -0.2 -0.4
N 2.955413 -4.630092 -5.209294 -1.1 2.2 0.3
C 4.028011 -5.501081 -4.827318 0.6 0.0 -0.1
C 3.351533 -3.234030 -5.520461 -1.6 -0.1 -1.6
N 0.530234 -3.944348 -5.819066 -0.7 -0.6 -1.3
C -0.695626 -3.209192 -5.526960 -0.2 1.2 -0.2
C 0.519177 -4.468405 -7.208869 1.1 -0.8 -0.2
H 2.314578 -6.492136 -6.355857 0.1 -0.2 -0.4
H 0.960110 -7.632619 -6.238922 -0.1 -0.3 -0.4
H 2.520507 -7.988768 -5.402299 -0.7 0.7 0.0
H -0.618646 -6.250270 -3.625727 0.0 0.7 0.2
H 0.498573 -7.451439 -2.884817 -0.4 0.6 -1.2
H -0.349858 -7.706328 -4.483279 0.4 0.2 0.4
H 4.449592 -5.991501 -5.731581 0.1 0.2 0.6
H 4.796881 -4.984628 -4.219520 -0.4 -0.2 -0.4
H 3.558494 -6.224894 -4.208062 0.2 -1.1 0.6
H 4.415308 -3.102642 -5.454137 0.3 0.1 0.5
H 3.048752 -3.017786 -6.564201 0.4 -0.1 0.1
H 2.736590 -2.486047 -5.001287 0.7 -0.3 0.5
H -0.684654 -2.169682 -5.892586 0.5 -0.3 -0.5
H -1.605084 -3.641753 -5.924759 -0.1 -0.6 -0.3
H -0.887885 -3.016044 -4.497912 0.2 -0.5 1.1
H 0.055669 -5.477488 -7.337278 0.1 0.7 0.3
H 1.508954 -4.525364 -7.712228 0.0 -0.2 1.0
H 0.061043 -3.796306 -7.900371 -1.0 0.7 0.0
C 0.501877 3.636840 6.481930 -1.2 0.0 0.1
N -0.206425 2.415509 6.094674 -1.5 -0.4 0.3
C -0.026513 2.002609 4.730025 0.0 0.5 -0.9
P -1.568600 1.726803 6.816861 2.3 1.5 0.1
O -2.858997 1.986221 6.180726 -1.3 0.6 -0.2
N -1.240083 0.157865 6.765871 -0.8 -2.9 1.3
C 0.060724 -0.451177 6.547881 0.4 1.5 0.2
C -2.320925 -0.871385 7.010619 -0.1 0.0 -0.8
N -1.358239 2.300172 8.356085 -0.9 1.2 0.2
C -2.073499 3.537217 8.676353 1.3 0.3 1.2
C -0.857966 1.563838 9.472044 -1.4 -2.2 0.7
H 0.180709 4.555469 5.940762 0.1 -0.6 -0.3
H 1.515578 3.382171 6.223716 0.8 0.5 0.5
H 0.282658 3.906725 7.534259 0.7 -0.6 -0.5
H 1.027877 1.842437 4.537649 0.3 -0.2 0.0
H -0.386719 2.766823 4.017668 0.1 -0.2 0.2
H -0.570337 1.074985 4.515728 0.1 0.2 0.1
H 0.876379 0.288569 6.632977 -0.4 -0.2 -0.2
H 0.301818 -1.212613 7.267538 -0.2 -0.7 0.2
H 0.003338 -0.787025 5.536265 0.7 -1.0 -0.7
H -3.308599 -0.410715 7.217069 0.8 0.0 -0.1
H -2.468100 -1.505366 6.083053 0.3 0.6 0.9
H -2.097873 -1.585037 7.843681 0.2 0.8 -0.5
H -1.351712 4.353505 9.006480 -0.7 -0.8 -0.4
H -2.650308 3.884662 7.835585 -0.2 0.1 -0.2
H -2.717475 3.339074 9.540990 -0.2 0.2 -0.2
H -0.089373 1.986928 10.096414 0.5 0.9 -0.2
H -0.446558 0.599778 9.099987 -0.3 0.5 0.3
H -1.715821 1.327154 10.207635 1.0 0.2 -1.0
C 6.840906 2.002921 4.435808 -1.5 0.4 -0.1
N 5.636990 1.946307 5.239558 0.2 -0.4 2.5
C 5.739808 1.907947 6.727287 0.7 0.8 0.3
P 4.146667 1.814780 4.607756 -1.0 -1.5 -0.4
O 3.154659 1.294700 5.573764 -0.1 0.6 0.7
N 3.925419 3.251563 3.905397 -0.7 1.8 -1.2
C 4.400962 4.516858 4.528845 -1.7 0.1 -1.7
C 2.780514 3.377166 2.925771 1.3 -0.1 1.5
N 4.053349 0.763701 3.302915 0.7 0.9 0.0
C 4.949233 0.897785 2.168977 0.0 0.3 -0.8
C 3.813462 -0.603745 3.642575 -1.3 -1.0 1.4
H 6.522654 2.246219 3.429436 0.3 -0.1 -0.2
H 7.310830 1.059186 4.482386 0.9 -1.1 -0.3
H 7.513547 2.765263 4.738723 0.6 0.8 0.6
H 6.145944 2.865421 7.090341 0.4 -0.1 -0.3
H 6.365691 1.107308 7.184802 -0.3 0.2 -0.8
H 4.782726 1.915483 7.252040 -0.2 -0.5 -0.7
H 4.500306 5.237065 3.672705 0.2 -0.4 1.0
H 3.590590 4.875893 5.176024 0.3 0.2 0.1
H 5.312788 4.416839 5.087189 0.4 -0.2 0.0
H 3.108080 3.771717 1.986934 0.5 -0.1 -0.8
H 2.369601 2.391718 2.871525 -0.2 -0.4 -0.6
H 1.990662 4.028770 3.234623 -0.4 0.6 0.8
H 5.085558 1.969366 1.858507 -0.3 -1.1 0.2
H 5.939311 0.467443 2.332216 0.2 0.0 0.3
H 4.562423 0.277804 1.354234 -0.3 0.5 -0.2
H 4.718417 -1.109387 3.974025 0.3 -0.3 -0.2
H 3.333079 -1.128514 2.821564 0.3 -0.1 -0.4
H 3.089371 -0.695311 4.504139 0.8 0.4 -0.9
C 1.233925 -0.653289 -3.241720 1.4 -0.4 -0.6
C 0.512816 0.201824 -4.249487 0.1 0.9 -1.1
N -0.726314 0.708209 -3.877693 0.7 -1.1 -0.1
O 1.009288 0.459394 -5.354290 -0.6 -0.3 1.3
H 1.571805 -0.173889 -2.303397 -0.8 -0.2 -0.3
H 2.186149 -0.955457 -3.737366 -0.7 0.1 0.3
H 0.648525 -1.564182 -3.099965 0.0 0.0 0.5
H -1.283575 1.026071 -4.655648 -0.1 0.3 -0.2
H -1.234431 0.051126 -3.304600 -0.2 0.0 0.5
C -3.297569 -2.881872 -0.638948 -0.8 0.6 0.7
C -2.177544 -2.734139 -1.592469 0.4 0.8 -2.2
N -1.396679 -3.835533 -1.758941 0.3 0.9 -0.1
O -2.051403 -1.711008 -2.310650 0.1 -1.4 1.3
H -3.099991 -3.639189 0.109367 0.2 0.2 0.6
H -4.162840 -3.284761 -1.144314 -0.3 0.0 -0.6
H -3.613172 -1.892824 -0.235748 0.6 -0.9 0.0
H -0.508917 -3.831532 -2.268655 -0.2 0.2 -0.4
H -1.525009 -4.627789 -1.177965 -0.2 -0.4 0.6
C 0.881564 0.425359 1.883435 0.7 -0.4 0.4
C 0.858026 -0.707430 0.864309 2.4 -0.5 0.5
N -0.301495 -0.842997 0.209442 1.5 -0.7 -0.1
O 1.931081 -1.392093 0.663491 -3.1 1.4 0.2
H 1.408796 1.244893 1.379361 -0.1 0.0 0.1
H 1.497811 0.170176 2.802473 -0.9 0.2 -1.2
H -0.132542 0.756793 2.125633 0.2 0.0 0.1
H -0.231944 -1.535088 -0.532625 -0.6 0.5 0.0
H -1.082759 -0.187673 0.342482 -0.1 -0.5 -0.2
C 5.038447 -1.926281 -0.471897 -1.8 0.4 0.2
C 4.492014 -3.028825 -1.362457 -0.6 1.4 -0.2
N 3.146303 -3.292003 -1.254639 0.8 -0.5 -0.2
O 5.183197 -3.526068 -2.232898 0.1 -0.7 -0.1
H 4.793278 -0.949926 -0.962333 0.6 -0.7 0.1
H 6.099039 -2.053747 -0.255943 -0.3 0.1 0.0
H 4.344403 -1.893261 0.388176 0.9 0.0 0.2
H 2.844665 -3.954019 -1.950127 -0.5 0.1 -0.1
H 2.438216 -2.796747 -0.708861 0.8 0.1 0.0
```
Forces are in eV/Å.

Properties
Lowest unoccupied orbital energy: 0.40 eV
Multiplicity: 1
Structure (SMILES): CN(C)P(=O)(N(C)C)N(C)C.CN(C)P(=O)(N(C)C)N(C)C.CN(C)P(=O)(N(C)C)N(C)C.CN(C)P(=O)(N(C)C)N(C)C.CN(C)P(=O)(N(C)C)N(C)C.CN(C)P(=O)(N(C)C)N(C)C.CN(C)P(=O)(N(C)C)N(C)C.CC(N)=O.CC(N)=O.CC(N)=O.CC(N)=O

Löwdin atomic charge list, values in e, 5 entries: atom 1 (C): -0.08, atom 2 (N): -0.30, atom 3 (C): -0.14, atom 4 (P): 0.46, atom 5 (O): -0.30



The following is a quantum chemistry calculation of CH2LiO2Tl as an isolated structure at a distorted geometry, from the Open Molecules 2025 dataset.

```
7
Properties=species:S:1:pos:R:3:forces:R:3
O -1.157109 -0.370212 0.789114 -0.1 0.9 -0.7
C -1.307738 0.415633 -0.134934 0.0 -0.7 0.3
O 1.716791 -0.985990 -0.395144 0.0 0.5 0.6
Tl 2.929972 0.649555 0.004284 0.0 -0.2 -0.3
Li 0.609901 -1.276192 0.887305 -0.1 -0.2 -0.5
H -1.940874 1.317202 -0.018880 0.1 -0.2 0.1
H -0.850946 0.250003 -1.131747 0.1 -0.1 0.4
```
Forces are in eV/Å.

Properties
Lowest unoccupied orbital energy: -0.20 eV
Multiplicity: 1

Löwdin atomic charge list, values in e, 5 entries: atom 1 (O): -0.10, atom 2 (C): -0.08, atom 3 (O): -1.12, atom 4 (Tl): 0.55, atom 5 (Li): 0.56



The following is a quantum chemistry calculation of C8H22CrFIN2O2 as an isolated structure at a distorted geometry, from the Open Molecules 2025 dataset.

```
37
Properties=species:S:1:pos:R:3:forces:R:3
Cr 0.289793 -0.937843 -0.368109 1.1 -2.4 -1.7
I -1.339826 -3.322235 -0.586017 -0.1 0.4 0.1
F 2.016402 -1.919911 -0.920501 -1.3 1.3 0.9
C 3.166590 1.423920 1.824813 -0.3 -0.9 0.6
C 2.221753 0.306340 1.292829 0.6 2.5 1.0
C 1.236766 -0.055200 2.384353 0.5 0.4 -0.9
O 0.334364 -1.030997 1.856755 0.2 0.1 1.7
C -0.363659 -1.606778 2.961093 0.1 -0.8 0.8
N 1.451873 0.904217 0.167484 1.3 0.7 -0.7
H 3.681535 1.100914 2.734119 0.0 0.0 0.0
H 2.567501 2.292855 2.101908 0.2 0.2 -0.2
H 3.944315 1.646597 1.096545 -0.2 0.2 -0.1
H 2.872901 -0.502892 0.968709 -0.7 -0.4 -0.4
H 0.699291 0.861392 2.666462 -0.3 0.0 -0.1
H 1.786028 -0.334934 3.285979 -0.2 -0.7 -0.1
H 0.366395 -1.957470 3.696590 0.1 0.1 0.0
H -0.937056 -2.499855 2.724264 -0.1 0.3 -0.8
H -1.000093 -0.892169 3.491245 -0.1 0.2 -0.3
H 1.015187 1.800074 0.400499 -0.5 -0.5 1.0
H 2.182038 1.341382 -0.404063 0.0 -0.9 -0.6
C -1.737559 -0.547048 -3.911202 -0.3 -0.4 0.9
C -1.214535 0.355890 -2.770864 -0.1 -0.1 -0.9
C -2.167563 0.439911 -1.547655 -0.1 0.1 -1.5
O -1.383134 0.329605 -0.391541 0.0 0.7 1.0
C -2.043835 0.723446 0.805052 -0.4 -1.0 0.7
N 0.139157 -0.178491 -2.420023 -0.7 0.8 -1.1
H -1.740493 -1.572625 -3.527930 -0.2 0.0 0.0
H -1.077780 -0.571469 -4.779536 0.0 0.5 0.0
H -2.752720 -0.289651 -4.212454 0.1 0.0 -0.1
H -1.119256 1.360268 -3.194224 0.1 0.1 0.2
H -2.973628 -0.298376 -1.595891 0.3 -0.4 0.2
H -2.656176 1.417981 -1.614265 0.1 0.1 0.4
H -1.409281 0.489110 1.654644 0.4 0.2 -0.2
H -2.894001 0.058317 0.980306 -0.3 0.3 -0.3
H -2.327225 1.773782 0.847145 0.0 0.1 -0.4
H 0.345904 -0.683951 -3.273398 0.7 -0.7 0.5
H 0.820024 0.575891 -2.423122 -0.1 0.0 0.2
```
Forces are in eV/Å.

Properties
Lowest unoccupied orbital energy (alpha / beta): -0.04 / -0.07 eV
Multiplicity: 5

natural (NBO) atomic charge list, values in e, 5 entries: atom 1 (Cr): 1.19, atom 2 (I): -0.72, atom 3 (F): -0.79, atom 4 (C): -0.62, atom 5 (C): -0.09